45
Properties=species:S:1:pos:R:3:forces:R:3:lowdin_charge:R:1 method="wB97M-V/def2-TZVPD" charge=-1 homo_lumo_gap_ev=9.2 total_energy_ha=-1287.20924 e_homo_ev=-6.235 max_force_ev_per_a=2.1
O 1.42949 4.35626 3.58476 1.2 1.2 0.4 0.01
O 0.81138 1.05659 -1.39624 0.3 -0.6 -1.7 0.00
O 2.22646 -3.48325 -0.36704 -0.2 -0.2 0.0 0.03
O -2.04439 2.35362 2.71959 0.8 0.6 -0.6 -0.04
O -1.37475 -3.99084 -2.19665 0.0 0.4 0.1 0.04
O -2.43964 1.60554 0.67238 0.8 1.0 -0.2 -0.04
O -1.82232 -0.56480 -0.70593 0.1 0.0 -0.3 -0.04
C 0.78361 3.55385 2.94236 0.0 1.5 0.8 -0.64
C 0.68013 1.64909 -0.34116 -0.1 -0.7 -0.1 -0.61
C 2.02347 -2.28122 -0.48106 1.0 -1.1 -0.1 -0.55
C -1.81790 2.33878 1.48424 -0.9 -1.5 1.1 -0.62
C -0.80277 -2.92341 -1.98351 -0.2 -1.3 -0.2 -0.45
N 0.64058 2.30925 3.46914 -0.9 -1.4 -0.8 0.14
N 1.28204 1.12168 0.75808 -0.6 1.3 1.0 0.21
N -0.44378 -2.09791 -2.97735 0.7 0.8 -0.2 0.04
N 0.24834 3.97689 1.75174 -1.2 -1.5 0.0 0.13
N -0.04453 2.80853 -0.31671 -0.6 0.3 0.6 0.12
N 0.80657 -1.74230 -0.50016 -1.6 0.5 0.2 0.11
C 3.19319 -1.33353 -0.60918 -0.2 0.1 -0.3 0.00
C -0.69699 -2.34474 -4.39423 -0.2 -0.2 0.7 -0.06
C -0.74426 3.31090 0.88075 0.9 0.6 -0.4 -0.19
C -1.38054 -1.35073 1.51710 -0.1 -0.5 -0.2 -0.03
C -0.44330 -2.52344 -0.54775 0.3 0.6 -0.1 -0.15
C -1.61587 -1.73005 0.05462 0.1 0.6 0.5 -0.38
H -2.15831 0.15941 -0.12635 0.2 0.0 -0.3 0.04
H -0.30232 1.93809 3.32472 -0.1 0.0 0.3 0.07
H 0.99372 2.25508 4.41762 -0.1 0.2 -0.4 0.12
H 1.01373 1.52062 1.65524 0.5 -0.6 0.1 0.05
H 1.51986 0.13893 0.71417 -0.1 0.5 0.1 0.07
H -0.05605 -1.20458 -2.70139 -0.1 -0.1 -0.1 0.12
H 0.46082 4.94755 1.55458 0.0 -0.4 0.2 0.14
H -0.55194 2.91953 -1.18892 0.2 -0.2 0.3 0.14
H 0.71969 -0.74461 -0.67214 -0.1 0.0 -0.4 0.07
H 3.33326 -0.80535 0.33133 0.2 0.2 0.0 0.07
H 2.99574 -0.61810 -1.40686 0.1 0.2 0.1 0.08
H 4.08719 -1.90757 -0.84550 -0.1 0.0 0.1 0.08
H -0.44517 -3.37893 -4.63802 -0.1 0.1 0.0 0.08
H -1.75430 -2.17917 -4.60776 0.0 -0.1 -0.2 0.08
H -0.09380 -1.67040 -5.00263 0.0 0.0 0.2 0.08
H -1.38711 4.12044 0.52667 0.1 0.0 -0.2 0.15
H -2.26391 -0.84289 1.90481 0.1 0.1 0.0 0.09
H -1.20579 -2.25075 2.10483 0.1 -0.1 0.2 0.08
H -0.52523 -0.68603 1.61052 0.0 0.0 0.0 0.06
H -0.31923 -3.44188 0.02475 0.1 0.0 -0.2 0.15
H -2.51509 -2.34417 0.00254 0.0 -0.4 -0.1 0.14

***

34
Properties=species:S:1:pos:R:3:forces:R:3:lowdin_charge:R:1 method="wB97M-V/def2-TZVPD" e_above_lowest_kj_mol=11.1 homo_lumo_gap_ev=9.8 total_energy_ha=-561.75270 e_homo_ev=-8.960 max_force_ev_per_a=0.5 smiles="CCCCCC(=O)N1CCCCC1"
C 4.98014 0.66525 -0.83701 0.0 -0.1 0.2 -0.11
C 4.59349 -0.27958 0.29464 -0.1 -0.1 -0.2 -0.27
C 3.17310 -0.82902 0.15990 0.1 0.2 0.2 -0.23
C 2.09882 0.24260 0.32040 -0.1 -0.3 -0.1 -0.21
C 0.69503 -0.35596 0.29469 0.3 0.4 0.0 -0.12
C -0.36114 0.72596 0.44723 0.0 -0.3 0.0 -0.45
O -0.07614 1.89434 0.63596 0.3 0.3 0.0 0.05
N -1.65053 0.31462 0.36735 -0.3 0.1 0.1 -0.06
C -2.05874 -1.04552 0.07999 0.1 -0.5 0.0 -0.17
H -1.47473 -1.74088 0.68997 0.0 0.0 -0.1 0.12
C -3.54093 -1.22929 0.38976 0.1 0.0 -0.2 -0.18
C -4.40660 -0.31868 -0.48586 0.0 0.0 0.0 -0.20
C -3.70684 1.02691 -0.72374 0.0 0.0 0.2 -0.17
C -2.70578 1.31246 0.38859 -0.1 0.4 -0.1 -0.15
H -3.20714 1.31518 1.36320 0.0 0.1 0.0 0.13
H -2.22543 2.28373 0.25132 -0.1 -0.1 0.1 0.12
H -3.16751 1.00763 -1.67254 0.0 0.1 0.0 0.12
H -4.43651 1.83484 -0.77487 0.0 0.0 -0.1 0.11
H -5.36847 -0.16401 0.00484 0.0 0.0 -0.1 0.11
H -4.60205 -0.80260 -1.44408 -0.1 0.0 0.0 0.11
H -3.81160 -2.27384 0.23013 0.0 0.0 0.1 0.11
H -3.70693 -1.00377 1.44406 0.0 -0.1 0.0 0.11
H -1.87455 -1.28634 -0.97710 0.0 -0.1 0.1 0.13
H 0.58581 -1.07664 1.10991 -0.1 -0.1 -0.1 0.12
H 0.53178 -0.88693 -0.64659 0.0 -0.1 0.0 0.12
H 2.17495 0.97957 -0.47888 0.0 0.1 0.1 0.11
H 2.23927 0.77089 1.26468 0.0 0.1 0.0 0.12
H 3.06515 -1.30983 -0.81600 0.0 -0.1 0.0 0.11
H 3.02300 -1.59725 0.92376 0.0 -0.1 0.0 0.11
H 4.68636 0.24263 1.24933 0.0 0.0 0.1 0.11
H 5.29239 -1.11998 0.30791 0.0 0.0 0.1 0.10
H 4.36695 1.56192 -0.82110 0.0 0.1 -0.1 0.06
H 4.85417 0.17659 -1.80109 0.0 0.0 -0.1 0.07
H 6.02119 0.96499 -0.73876 0.1 0.1 -0.1 0.07

***

42
Properties=species:S:1:pos:R:3:forces:R:3:lowdin_charge:R:1 method="wB97M-V/def2-TZVPD" e_above_lowest_kj_mol=45.6 homo_lumo_gap_ev=9.3 total_energy_ha=-997.78590 e_homo_ev=-9.006 max_force_ev_per_a=2.3 smiles="C[C@H](N)C(=O)N1C[C@H](CCCB(O)O)[C@](N)(C(=O)O)C1"
O 0.47168 -0.17947 -3.20935 0.5 -0.7 1.1 0.07
O -0.71412 -0.28608 3.16677 -2.0 0.7 -0.6 0.07
O 0.71488 2.23504 2.37286 0.3 -0.2 0.2 0.10
O 2.84840 2.83336 1.25697 -2.1 -0.2 1.0 0.14
O -2.76803 -0.15342 2.23551 0.9 -0.3 -1.2 0.14
B 2.06694 2.00511 2.09001 0.0 -0.6 -1.1 -0.64
C -0.47935 -0.61623 -2.57489 -0.1 0.1 -0.6 -0.42
C -1.42124 -0.26618 2.16400 0.9 -0.2 0.5 -0.39
N -0.42188 -1.29505 -1.34712 -0.6 1.1 -0.9 0.00
N -2.14431 1.04288 -2.90939 -0.2 -0.1 1.4 0.06
N -1.10657 1.16265 0.22940 -0.6 -1.5 -0.1 0.13
C 2.70111 0.71743 2.73553 0.8 1.0 0.6 -0.09
C 2.77109 -0.68932 2.12466 -0.2 0.9 -0.6 -0.18
C 0.87265 -1.21127 -0.72200 1.0 -0.9 -0.8 -0.12
C 1.40332 -1.26476 1.78679 -0.3 -0.4 -0.3 -0.14
C -1.79309 -0.54982 -4.71925 0.6 0.6 -0.2 -0.05
C -1.44914 -1.23791 -0.27428 0.3 1.1 -0.6 -0.05
C 0.71741 -0.52267 0.61301 -0.6 0.9 0.9 -0.17
C -1.81272 -0.35853 -3.19393 -1.0 0.1 -0.7 -0.38
C -0.85821 -0.24284 0.73054 0.7 0.7 0.0 -0.30
H 0.35364 1.47286 2.90253 0.5 1.0 -0.6 0.09
H 2.27365 3.56826 0.96659 0.6 -0.2 0.0 0.11
H -3.00207 -0.22328 3.15348 -0.3 0.1 1.0 0.12
H -1.81215 1.16933 -1.94250 -0.4 0.6 -0.4 0.04
H -1.56095 1.66503 -3.45527 0.2 -0.2 -0.2 0.07
H -0.68055 1.81302 0.85108 1.0 0.6 0.5 0.05
H -2.08664 1.36839 0.37204 -0.5 -0.1 -0.3 0.09
H 2.14848 0.72288 3.68966 0.5 -0.5 0.2 0.11
H 3.73267 1.09682 2.92548 -0.4 -0.6 0.3 0.12
H 3.35506 -0.62140 1.20863 0.1 0.0 -0.2 0.12
H 3.35433 -1.32806 2.77035 -0.1 -0.3 0.4 0.11
H 1.54510 -0.70232 -1.41780 -0.2 0.2 0.2 0.13
H 1.28661 -2.22531 -0.69302 0.0 0.0 0.7 0.13
H 1.48937 -2.32354 1.50641 0.1 0.2 0.0 0.12
H 0.72968 -1.22045 2.63932 0.8 -0.3 -0.1 0.08
H -1.18093 -1.39826 -4.99502 0.0 -0.3 -0.1 0.08
H -2.76133 -0.63294 -5.19197 -0.5 -0.2 0.3 0.07
H -1.34447 0.33768 -5.21944 0.0 -0.5 0.6 0.09
H -1.56310 -2.20100 0.15037 0.1 -1.1 0.6 0.12
H -2.45069 -0.94376 -0.56358 0.0 0.2 -0.6 0.13
H 1.12502 0.49434 0.49899 0.1 -0.4 0.2 0.13
H -2.54955 -1.01121 -2.71219 -0.2 0.2 -0.3 0.12

***

41
Properties=species:S:1:pos:R:3:forces:R:3:lowdin_charge:R:1 method="wB97M-V/def2-TZVPD" charge=+2 e_above_lowest_kj_mol=0.0 homo_lumo_gap_ev="4.1 / 4.1" total_energy_ha=-2723.43795 e_homo_ev="-15.291 / -15.291" max_force_ev_per_a=4.6
I 0.04919 -0.92116 -3.05313 0.3 1.7 -3.1 0.65
I 0.09509 2.21119 -3.77912 0.0 -2.3 0.5 0.39
Y 0.10933 0.68666 -0.76469 -0.2 1.5 4.3 0.50
P -2.94593 1.02973 -0.40541 -1.3 -0.2 0.6 0.71
C -4.09430 0.88654 -1.81115 0.4 -0.1 -0.4 -0.29
C -3.75185 -0.15850 0.76871 0.9 -0.4 0.1 -0.27
H -4.83415 0.02254 0.91289 0.6 0.0 -0.3 0.07
H -4.62415 2.52996 0.54608 0.2 -0.1 -0.1 0.06
H -3.23128 -0.09365 1.73463 -0.2 0.1 -0.1 0.04
H -2.98210 2.85414 1.19678 -0.1 0.1 -0.1 0.04
H -3.89952 -0.04435 -2.35515 -0.2 0.1 0.0 0.04
H -3.56618 -1.18129 0.40170 -0.3 0.3 0.1 0.04
C -3.55857 2.59948 0.30290 0.6 0.3 -0.2 -0.27
H -5.13567 0.93077 -1.47222 0.3 0.0 -0.1 0.07
H -3.41660 3.37726 -0.45820 -0.1 0.0 0.3 0.05
H -3.88629 1.72203 -2.48328 -0.2 -0.1 -0.1 0.04
P 3.10619 0.97165 -0.40012 0.9 0.0 0.7 0.70
C 4.18701 0.91597 -1.85766 -0.4 -0.3 -0.3 -0.29
C 3.66105 2.56301 0.30980 -0.5 0.1 -0.1 -0.27
H 3.52156 -0.06877 1.76338 0.2 0.1 -0.2 0.05
H 5.04109 -0.03137 0.78151 -0.5 -0.1 -0.1 0.07
H 3.70600 -1.23442 0.47188 0.4 0.2 0.0 0.04
C 3.95186 -0.20145 0.76136 -0.9 -0.3 -0.1 -0.26
H 3.08550 2.79758 1.21258 0.2 0.0 -0.2 0.04
H 4.73306 2.50954 0.54114 -0.3 0.0 -0.1 0.07
H 5.23746 0.96012 -1.54546 -0.2 -0.1 -0.2 0.07
H 3.94284 1.79618 -2.45797 0.2 -0.1 -0.1 0.04
H 3.49035 3.33169 -0.45347 0.1 0.0 0.3 0.05
H 3.97077 0.01290 -2.45004 0.3 0.3 0.1 0.05
Cl 0.01534 1.49756 1.68444 0.1 0.1 -1.2 -0.08
Cl 0.34652 -3.35995 3.96540 0.1 0.0 -0.4 0.77
C 0.13512 -3.03998 2.28027 -0.2 -0.3 0.6 -0.62
C -0.24348 -4.07952 1.41767 -0.3 1.3 -0.3 -0.02
C -0.52240 -3.73586 0.09320 0.0 0.1 -0.1 -0.01
C -0.46563 -2.39099 -0.28046 0.4 -0.2 -0.2 -0.25
N -0.06291 -1.42195 0.55633 0.5 0.5 0.5 -0.10
C 0.25980 -1.71913 1.86849 -0.7 -0.4 -1.4 -0.14
H -0.44185 -5.05968 1.81854 0.3 -0.3 -0.1 0.13
H -0.78865 -4.48776 -0.63931 -0.1 0.0 0.1 0.13
H -0.71291 -2.01313 -1.35489 -0.1 -1.5 2.4 -0.10
H 0.51931 -0.96357 2.63204 -0.2 -0.1 -1.1 0.08